Entry 1:
Molecular formula: C21H19F3N2O2S
Method: DFT, ωB97M-V/def2-TZVPD

Last column: Löwdin charge in e.
Cartesian coordinates (Å):
C  -1.60  -6.44  -2.80  -0.17
S  -0.85  -6.07  -1.29  0.71
O  -1.97  -6.03  -0.31  -0.36
O  0.14  -7.17  -0.96  -0.35
C  0.09  -4.54  -1.32  -0.25
C  1.42  -4.45  -1.78  -0.08
C  2.15  -3.31  -1.69  -0.09
C  1.68  -2.11  -1.15  0.00
C  0.36  -2.11  -0.64  -0.17
C  -0.16  -0.92  0.05  -0.14
C  0.49  0.29  -0.24  -0.04
C  0.08  1.43  0.35  -0.02
C  -0.87  1.41  1.38  -0.16
C  -1.19  2.56  2.21  -0.10
C  -1.55  2.42  3.53  0.05
C  -1.71  3.77  4.05  -0.21
C  -2.04  4.23  5.44  -0.43
F  -1.02  4.83  6.16  0.10
F  -2.53  3.16  6.18  0.08
F  -3.07  5.18  5.61  0.07
N  -1.37  4.62  3.19  0.14
N  -1.10  4.01  2.05  -0.04
C  -0.50  4.77  0.90  -0.06
C  -1.55  5.59  0.16  -0.25
C  -1.39  5.43  -1.32  -0.15
C  -1.15  6.76  -0.70  -0.13
C  -1.58  0.24  1.60  -0.05
C  -1.21  -0.93  1.02  -0.01
C  -0.34  -3.30  -0.73  0.00
H  -2.40  -7.20  -2.65  0.09
H  -2.06  -5.53  -3.29  0.10
H  -0.88  -6.80  -3.50  0.06
H  1.95  -5.31  -2.21  0.12
H  3.11  -3.34  -2.24  0.12
H  2.28  -1.15  -1.16  0.12
H  1.22  0.45  -1.00  0.11
H  0.54  2.31  -0.06  0.10
H  -1.66  1.49  4.21  0.15
H  0.03  4.07  0.28  0.09
H  0.14  5.46  1.33  0.10
H  -2.53  5.37  0.51  0.13
H  -0.52  5.01  -1.81  0.10
H  -2.28  5.54  -1.94  0.11
H  -1.89  7.58  -0.81  0.12
H  -0.11  7.09  -0.71  0.10
H  -2.40  0.16  2.39  0.14
H  -1.85  -1.76  1.42  0.13
H  -1.37  -3.50  -0.22  0.14

Output
ΔE to the lowest compared entry with this formula, charge and spin (kJ/mol): 420.5
Orbital gap (eV): 8.213



Entry 2:
Molecular formula: C21H19F6GdN6O4S6
Method: DFT, ωB97M-V/def2-TZVPD

Last column: Löwdin charge in e.
Cartesian coordinates (Å):
Gd  -0.38  -0.82  0.23  1.09
C  2.79  0.71  -4.88  -0.10
C  2.82  1.75  -3.77  -0.32
N  1.50  2.10  -3.30  -0.05
C  0.80  1.32  -2.41  -0.80
S  1.63  0.11  -1.54  0.69
N  -0.47  1.67  -2.34  -0.05
N  -1.28  1.02  -1.47  -0.03
C  -2.53  1.42  -1.49  -0.29
C  -2.97  2.58  -2.35  -0.05
C  -3.49  0.75  -0.64  -0.24
C  -4.85  1.09  -0.68  -0.03
C  -5.74  0.50  0.19  -0.08
C  -5.25  -0.43  1.11  -0.06
C  -3.91  -0.76  1.05  -0.15
N  -3.04  -0.19  0.22  0.01
H  3.81  0.47  -5.19  0.06
H  2.24  1.07  -5.75  0.06
H  2.31  -0.19  -4.51  0.06
H  3.31  2.67  -4.11  0.10
H  3.35  1.36  -2.90  0.06
H  0.90  2.56  -3.97  0.12
H  -2.07  3.07  -2.72  0.05
H  -3.55  3.30  -1.77  0.07
H  -3.56  2.24  -3.19  0.08
H  -5.21  1.79  -1.41  0.09
H  -6.79  0.75  0.16  0.10
H  -5.91  -0.90  1.82  0.09
H  -3.51  -1.52  1.70  0.05
S  -3.02  -4.86  -0.91  0.32
C  -2.18  -3.48  -0.55  -1.86
S  -1.63  -3.17  1.07  0.39
S  -1.85  -2.30  -1.76  0.39
F  1.29  -1.41  4.73  0.12
C  0.96  -1.99  3.57  -0.62
F  0.71  -3.27  3.86  0.13
F  -0.20  -1.43  3.17  0.05
S  2.25  -1.74  2.20  0.60
O  1.58  -0.80  1.34  -0.49
O  3.42  -1.32  2.89  -0.24
N  2.35  -3.18  1.60  -0.27
S  2.17  -3.30  0.03  0.59
O  0.97  -2.69  -0.46  -0.52
O  3.37  -3.12  -0.72  -0.26
C  1.95  -5.17  -0.01  -0.65
F  0.95  -5.63  0.72  0.15
F  3.07  -5.73  0.47  0.11
F  1.82  -5.64  -1.26  0.14
C  -1.09  1.25  1.83  -0.14
C  0.23  1.67  2.06  -0.37
C  0.98  2.33  1.05  -0.08
C  2.29  2.68  1.23  -0.04
C  2.94  2.42  2.46  -0.26
C  2.21  1.81  3.49  -0.05
C  0.90  1.46  3.30  -0.08
C  4.26  2.82  2.67  -0.24
N  5.33  3.19  2.87  0.10
H  -1.66  1.87  1.14  0.04
H  -1.66  0.96  2.72  0.05
H  0.50  2.55  0.11  0.09
H  2.84  3.15  0.43  0.12
H  2.68  1.61  4.45  0.12
H  0.34  1.01  4.12  0.10

Output
Total charge: -2
<S²>: 16.058
Spin multiplicity: 8
Orbital gap (alpha / beta) (eV): 5.848 / 5.092



Entry 3:
Molecular formula: C21H19F6I2MoNO5Sb
Method: DFT, ωB97M-V/def2-TZVPD

Last column: Löwdin charge in e.
Cartesian coordinates (Å):
Mo  -0.14  0.76  -0.23  2.03
C  3.99  1.13  -0.74  0.04
C  2.73  0.58  -1.40  -0.45
C  3.00  -0.48  -2.45  0.03
O  1.85  0.02  -0.37  -0.16
C  1.94  1.74  -2.02  -0.42
O  2.25  2.37  -2.96  0.25
O  0.74  1.95  -1.34  -0.18
H  4.54  0.31  -0.27  0.12
H  3.75  1.88  0.01  0.09
H  4.62  1.58  -1.50  0.12
H  3.61  -1.27  -2.02  0.11
H  3.53  -0.02  -3.28  0.12
H  2.06  -0.90  -2.82  0.09
H  2.29  -0.04  0.51  0.11
I  -1.10  -1.71  -4.63  1.07
C  -2.10  -0.16  -3.69  -0.63
C  -3.18  0.49  -4.34  -0.18
C  -3.87  1.52  -3.74  -0.63
I  -5.45  2.39  -4.77  1.07
C  -3.49  1.99  -2.44  -0.18
C  -4.08  3.03  -1.71  0.04
C  -3.59  3.39  -0.46  0.02
C  -2.49  2.72  0.06  -0.03
N  -1.91  1.71  -0.61  -0.05
C  -2.40  1.34  -1.83  -0.15
C  -1.73  0.27  -2.44  -0.35
O  -0.72  -0.25  -1.69  -0.24
H  -3.46  0.14  -5.32  0.09
H  -4.92  3.56  -2.13  0.09
H  -4.04  4.19  0.10  0.13
H  -2.05  3.00  1.01  0.13
F  0.28  1.96  1.35  -0.45
Sb  1.40  1.74  3.17  1.50
F  0.70  3.40  3.57  -0.29
F  2.76  2.45  2.12  -0.31
F  2.37  1.40  4.69  -0.28
F  1.81  0.05  2.34  -0.34
F  -0.18  0.89  3.72  -0.31
C  -2.01  -1.24  2.85  0.03
C  -0.86  -1.45  1.94  -0.26
O  -0.70  -0.58  1.02  -0.18
C  0.02  -2.57  2.03  -0.15
C  0.97  -2.81  1.02  0.01
C  1.81  -3.90  1.12  -0.02
C  1.72  -4.74  2.23  0.00
C  0.78  -4.52  3.23  -0.02
C  -0.07  -3.44  3.13  0.03
H  -2.56  -0.35  2.56  0.10
H  -1.66  -1.12  3.87  0.11
H  -2.67  -2.11  2.81  0.12
H  1.03  -2.17  0.15  0.10
H  2.54  -4.10  0.34  0.12
H  2.39  -5.59  2.30  0.13
H  0.72  -5.18  4.08  0.13
H  -0.80  -3.26  3.91  0.13

Output
ΔE to the lowest compared entry with this formula, charge and spin (kJ/mol): 0.0
Total charge: +2
<S²>: 0.786
Spin multiplicity: 2
Orbital gap (alpha / beta) (eV): 5.157 / 5.707